Model one:
A cluster of 2 separate species, C5H11NO2 in total, computed with ωB97M-V/def2-TZVPD.

Structure (XYZ):
```
19
Properties=species:S:1:pos:R:3:lowdin_charge:R:1
C 1.5119 0.6322 0.1127 -0.32
C -1.3451 1.4719 -0.1007 -0.11
C -0.7437 -0.7193 -1.1544 -0.11
C -1.2172 -0.5861 1.4790 -0.07
C -0.9125 0.0916 0.1144 -0.37
N 2.0269 -0.5732 -0.0622 0.00
O 1.9942 1.7246 0.0118 0.06
O 3.4522 -0.8839 0.0396 -0.05
H -0.7001 2.1210 0.5300 0.09
H -2.2172 1.7512 0.3783 0.05
H -1.2601 1.8242 -1.1162 0.09
H -1.7187 -0.7468 -1.7562 0.11
H -0.6615 -1.7134 -0.9375 0.03
H 0.0294 -0.5117 -1.8572 0.07
H -0.7997 -1.6376 1.3639 0.08
H -0.6439 0.0719 2.2840 0.12
H -2.3736 -0.6386 1.5111 0.10
H 1.6569 -1.4552 -0.2811 0.11
H 3.9218 -0.2229 -0.5591 0.12
```

Calculated values
- orbital gap (alpha / beta) (eV) = 7.71 / 8.28
- LUMO (alpha / beta) (eV) = 0.4 / 0.6

Model two:
A structure of composition C5H11NO2, computed with ωB97M-V/def2-TZVPD.

Structure (XYZ):
```
19
Properties=species:S:1:pos:R:3:lowdin_charge:R:1
C -0.7087 0.7382 -1.0964 -0.59
C -0.1092 1.1459 0.1254 0.14
C 1.1856 -0.6023 0.9278 -0.14
C 0.3959 -0.9110 2.1763 -0.14
N -0.1583 1.2852 -2.2982 0.10
C 0.0623 -0.7105 -0.6899 -0.36
O -2.0708 0.4642 -1.0916 0.02
O -0.7364 -1.6447 -0.4928 -0.07
H -2.1257 -0.5040 -0.9092 0.09
H -0.5028 2.2289 -2.4463 0.09
H -0.4584 0.7278 -3.0913 0.10
H 0.9376 -0.6991 -1.3394 0.14
H 0.7927 1.7370 0.1138 0.11
H -0.7010 1.1055 1.0258 0.11
H 1.6669 -1.5037 0.5563 0.09
H 1.9418 0.1720 1.0361 0.08
H 0.0848 -0.0156 2.7184 0.06
H 0.9927 -1.5179 2.8635 0.08
H -0.4892 -1.4957 1.9116 0.08
```

Calculated values
- orbital gap (eV) = 8.55
- LUMO (eV) = 0.0

Which one sits at the bottom of the stability order? model one does.

Model one:
A structure of composition CH9P5, computed with ωB97M-V/def2-TZVPD.

Structure (XYZ):
```
15
Properties=species:S:1:pos:R:3:lowdin_charge:R:1
C -0.6087 -0.4850 0.1819 -1.54
P -1.1341 -1.0199 1.8677 0.68
P 0.5636 -1.8451 -0.2300 0.60
P -1.7788 -0.5108 -1.3333 0.64
P 1.9458 1.3024 -1.2003 0.49
P 0.1619 1.5215 -0.0270 0.48
H -0.1253 -0.2087 2.4295 -0.13
H -2.0038 0.0246 2.0902 -0.13
H 1.4757 -1.3012 -1.1645 -0.18
H 1.4622 -1.4430 0.7922 -0.10
H -3.0241 0.0726 -1.1083 -0.15
H -2.0308 -1.9255 -0.9850 -0.10
H 1.5235 2.1885 -2.0827 -0.21
H 2.5723 2.0901 -0.3638 -0.21
H 1.0006 1.5393 1.1334 -0.14
```

Calculated values
- orbital gap (eV) = 9.11
- LUMO (eV) = 0.5

Model two:
A cluster of 2 separate species, CH9P5 in total, computed with ωB97M-V/def2-TZVPD.

Structure (XYZ):
```
15
Properties=species:S:1:pos:R:3:lowdin_charge:R:1
C 1.3587 -0.2883 0.5007 -0.90
P 1.3525 -2.0730 0.0706 0.62
P 1.2580 0.8820 -0.8283 0.57
P -1.3742 2.1853 -0.0055 0.28
P -1.5968 -1.1416 -0.5244 0.33
P -1.5337 0.3445 1.1125 0.18
H 2.0507 0.0937 1.2514 -0.01
H 2.7947 -2.0863 -0.1828 -0.08
H 1.3092 -2.5427 1.4106 -0.12
H 1.9594 2.0273 -0.3281 -0.08
H 2.2116 0.5543 -1.6205 -0.18
H -2.7100 2.0603 -0.7575 -0.10
H -2.1602 3.0587 0.8066 -0.18
H -1.9471 -2.2244 0.1023 -0.23
H -2.9726 -0.8498 -1.0075 -0.12
```

Calculated values
- orbital gap (alpha / beta) (eV) = 7.11 / 7.00
- LUMO (alpha / beta) (eV) = -1.1 / -0.8

Which one sits at the bottom of the stability order? model two does.

Model one:
A structure of composition C10H30O5S5, computed with ωB97M-V/def2-TZVPD.

Structure (XYZ):
```
50
Properties=species:S:1:pos:R:3:lowdin_charge:R:1
C 3.6627 -0.4623 -2.4511 -0.34
S 4.6269 -1.8919 -1.8701 0.88
O 3.7388 -2.8361 -1.0128 -0.60
C 4.8346 -2.8599 -3.4105 -0.26
H 2.6195 -0.7280 -2.2799 -0.12
H 3.9009 -0.0092 -3.4134 0.09
H 3.8547 0.2304 -1.6317 0.04
H 5.5525 -2.4347 -4.1118 0.05
H 3.8427 -3.0121 -3.8360 0.06
H 5.3776 -3.7903 -3.2445 0.05
C 0.6086 -0.3060 0.3625 -0.42
S 1.7292 -0.5358 -1.0501 0.84
O 1.2547 0.3800 -2.1377 -0.50
C 0.9966 -2.1549 -1.3771 -0.22
H -0.3504 -0.7295 0.0642 0.05
H 0.5280 0.7805 0.3985 0.03
H 0.8820 -0.7686 1.3109 0.05
H 0.4259 -2.2670 -2.2989 0.07
H 0.4251 -2.6327 -0.5813 0.06
H 1.8589 -2.8187 -1.4408 0.01
C -4.0574 -0.1896 0.7488 -0.29
S -4.0452 0.2194 -0.9879 0.93
O -4.3258 1.7617 -0.8389 -0.62
C -2.2763 -0.1009 -1.4935 -0.23
H -3.5236 0.5597 1.3334 0.00
H -3.4650 -1.0731 0.9870 0.05
H -5.0191 -0.2203 1.2609 0.06
H -2.3387 -1.0764 -1.9759 0.05
H -1.6708 -0.4378 -0.6521 0.01
H -1.7692 0.6571 -2.0904 0.07
C -1.5164 0.2626 3.9889 -0.21
S -0.0393 -0.5584 3.2155 1.05
O -0.3605 -0.4878 1.7635 -0.71
C 1.0392 0.9114 3.4276 -0.19
H -1.3659 0.2443 5.0683 0.05
H -2.2806 -0.4959 3.8186 0.05
H -1.8615 1.2664 3.7410 0.07
H 0.5645 1.7068 2.8531 0.04
H 1.9859 0.9073 2.8874 0.07
H 1.1435 1.1117 4.4940 0.07
C -0.8127 1.3262 0.9887 -0.33
S -2.1229 2.7012 1.0411 0.88
O -1.5103 3.9135 1.7311 -0.59
C -2.2224 3.0453 -0.7645 -0.28
H -1.0830 0.5767 1.7325 -0.05
H 0.1275 1.7573 1.3326 0.07
H -0.8660 0.9847 -0.0451 0.03
H -2.5542 2.2794 -1.4655 0.00
H -1.2718 3.3858 -1.1751 0.06
H -2.8713 3.9084 -0.9133 0.06
```

Calculated values
- orbital gap (eV) = 7.76
- LUMO (eV) = 0.1

Model two:
A cluster of 5 separate species, C10H30O5S5 in total, computed with ωB97M-V/def2-TZVPD.

Structure (XYZ):
```
50
Properties=species:S:1:pos:R:3:lowdin_charge:R:1
C -1.1525 1.9800 -7.2827 -0.27
S -1.3440 1.1901 -5.6909 0.78
O -0.9101 2.1224 -4.6346 -0.54
C -3.1271 1.2295 -5.6757 -0.27
H -1.7539 1.4019 -7.9871 0.05
H -0.1049 1.8981 -7.5680 0.05
H -1.4538 3.0257 -7.2883 0.06
H -3.4974 0.4517 -6.3463 0.05
H -3.5065 2.2072 -5.9672 0.06
H -3.4533 0.9953 -4.6645 0.05
C 5.3431 0.6396 1.6626 -0.27
S 3.9756 1.5681 0.9544 0.80
O 4.5328 2.2325 -0.2500 -0.55
C 3.0239 0.1901 0.2605 -0.27
H 5.1310 0.4173 2.7100 0.05
H 6.1779 1.3386 1.6600 0.05
H 5.5667 -0.2683 1.1078 0.05
H 2.5760 -0.4825 0.9899 0.05
H 3.6644 -0.3141 -0.4595 0.06
H 2.2266 0.7668 -0.2088 0.03
C 1.0148 -4.2083 3.9945 -0.26
S 0.3138 -3.0836 5.2154 0.80
O -0.7013 -2.2788 4.5005 -0.55
C -0.6086 -4.2661 6.1890 -0.28
H 2.0887 -4.2915 4.1511 0.04
H 0.7901 -3.7187 3.0502 0.04
H 0.5688 -5.1993 4.0546 0.05
H -1.3457 -4.7652 5.5597 0.06
H -1.1294 -3.6608 6.9283 0.05
H 0.0605 -4.9922 6.6497 0.05
C 0.0118 -2.1398 -0.5356 -0.26
S -1.3800 -1.0124 -0.6534 0.83
O -1.2265 -0.1222 0.5280 -0.55
C -0.8073 -0.0523 -2.0420 -0.28
H 0.9605 -1.7832 -0.9349 0.04
H -0.1662 -3.1614 -0.8709 0.05
H 0.1297 -2.2156 0.5496 0.04
H 0.1421 0.4413 -1.8405 0.06
H -1.5441 0.7317 -2.2318 0.04
H -0.7768 -0.6241 -2.9716 0.05
C -3.1049 2.2216 1.6478 -0.26
S -2.1335 3.7492 1.6781 0.80
O -1.8595 4.0779 3.0999 -0.56
C -0.5960 3.0604 1.0727 -0.28
H -2.5583 1.4096 2.1199 0.05
H -3.2561 2.0143 0.5890 0.04
H -4.0150 2.4946 2.1751 0.05
H -0.1940 2.5330 1.9404 0.06
H 0.1065 3.8604 0.8433 0.05
H -0.6984 2.3910 0.2225 0.03
```

Calculated values
- orbital gap (eV) = 8.44
- LUMO (eV) = 0.3

Which one sits at the bottom of the stability order? model one does.

Model one:
A cluster of 5 separate species, C2H5NO in total, computed with ωB97M-V/def2-TZVPD.

Structure (XYZ):
```
9
Properties=species:S:1:pos:R:3:lowdin_charge:R:1
C -0.7106 0.0033 1.2026 -0.11
C -0.0036 -0.1177 -0.1149 -0.90
H -2.1336 0.7895 0.7329 0.17
H 0.4584 0.9736 2.1596 0.22
H -0.8700 -1.6475 1.8204 0.23
H -0.7543 1.8083 -1.0079 0.25
H 0.7543 0.8883 -1.7286 0.08
N 0.5184 1.0605 -0.6934 0.04
O 0.4001 -1.1938 -0.4560 0.02
```

Calculated values
- orbital gap (eV) = 8.79
- LUMO (eV) = -1.1

Model two:
The molecule C2H5NO, computed with ωB97M-V/def2-TZVPD.

Structure (XYZ):
```
9
Properties=species:S:1:pos:R:3:lowdin_charge:R:1
C 0.4438 -0.1719 0.0575 -0.26
N -0.6536 -1.1337 0.0388 -0.02
C -0.0379 1.2510 0.1023 -0.24
O 0.7700 2.1433 0.3778 0.01
H -0.2830 -2.0691 -0.1303 0.07
H -1.2775 -0.9579 -0.7476 0.07
H -1.1241 1.4360 0.0915 0.12
H 1.1095 -0.3060 -0.7987 0.12
H 1.0528 -0.1919 1.0087 0.14
```

Calculated values
- orbital gap (eV) = 10.83
- LUMO (eV) = 0.9
- SMILES = NCC=O

Which one sits at the bottom of the stability order? model one does.